Entry 1:
C36H20CaF12N4OSSb as an isolated structure. Source: the OMol25 dataset; level of theory: ωB97M-V/def2-TZVPD.

XYZ file:
```
76
Properties=species:S:1:pos:R:3:forces:R:3:lowdin_charge:R:1
Sb -3.26396 -0.31021 -1.05417 -0.43 -0.08 0.13 1.503
Ca -0.11395 -0.01188 -0.30864 -0.13 -0.06 0.07 1.219
S 3.28766 0.24307 -1.52979 0.07 -0.03 0.06 1.029
F 4.48076 2.74973 1.94221 0.01 0.03 0.02 0.138
F 2.03599 2.80954 1.05422 -0.03 -0.04 0.04 0.121
F -0.47921 -2.56730 2.41449 -0.02 0.00 -0.03 0.136
F -8.87518 -1.02293 -3.60570 -0.01 0.00 -0.01 0.085
F -1.70525 -6.27553 -0.02243 0.00 -0.01 0.01 0.087
F 0.70985 0.69857 -5.75582 0.00 0.00 -0.01 0.088
F 3.00714 4.46585 6.13227 0.02 0.00 0.01 0.166
F 0.13678 -1.39252 4.12611 -0.01 -0.01 0.00 0.161
F 1.15456 0.52920 2.61264 0.02 0.06 -0.04 -0.050
F -1.37503 -0.61767 2.77374 0.03 -0.03 0.02 0.095
F 0.53356 4.48016 5.24676 0.00 0.00 -0.02 0.158
F 1.94273 -1.43192 1.97250 -0.02 0.00 -0.02 -0.021
O 1.82008 -0.07181 -1.24202 0.14 0.02 -0.21 -0.759
N 5.92080 4.24498 6.93105 0.00 -0.06 -0.03 0.236
N 7.13348 2.49429 3.25738 0.00 0.05 0.03 0.224
N -2.27583 4.21451 3.97975 0.04 -0.01 -0.03 0.223
N -0.75487 2.14504 0.58539 -0.04 0.02 0.07 0.131
C 1.50046 4.04408 4.45874 0.08 0.01 0.08 -0.127
C -7.54711 -0.75851 -1.69590 -0.02 0.00 -0.01 0.004
C -5.30736 -0.63787 -3.34927 0.00 -0.02 -0.01 -0.105
C -1.98143 -0.01775 -2.74158 0.14 0.04 0.07 -0.452
C -5.15884 -0.53588 -1.96927 0.07 0.00 -0.02 -0.406
C -1.73037 -0.98732 -3.71788 0.04 0.03 -0.01 -0.116
C 1.14189 3.53340 3.15446 -0.31 0.00 -0.14 0.000
C 3.87650 3.54128 4.11715 0.24 -0.01 0.10 0.000
C 4.78342 -1.31599 0.10230 0.01 0.00 0.01 -0.210
C -0.83265 -0.74479 -4.74432 0.00 -0.01 -0.02 0.021
C 3.52105 3.12908 2.77195 -0.11 0.01 -0.08 -0.124
C -0.17595 0.47475 -4.77925 -0.01 0.00 0.02 -0.270
C 6.24353 2.94392 3.82687 -0.01 -0.08 -0.03 -0.151
C -1.30244 3.87150 3.47543 -0.04 -0.02 0.03 -0.157
C 3.97449 -1.30561 -2.18802 0.00 0.00 0.06 -0.295
C -0.15795 3.41754 2.74427 0.13 -0.07 0.12 -0.104
C -3.69777 -3.28936 -0.32456 -0.03 0.01 0.04 -0.098
C 5.53615 3.89555 5.90695 0.01 0.10 0.01 -0.148
C 5.19337 -1.63082 -1.33354 0.04 0.01 -0.01 -0.220
C -7.66011 -0.86300 -3.06927 0.03 0.00 0.03 -0.274
C -1.07956 -4.13879 -0.74157 0.00 0.00 0.06 0.007
C -2.75823 -2.37926 -0.80310 0.12 0.03 -0.10 -0.393
C 0.78886 -0.65504 1.91122 0.00 -0.06 0.10 -0.384
C -1.30619 1.20567 -2.82192 0.00 -0.03 -0.09 -0.185
C -2.04502 -5.00651 -0.27221 0.01 0.04 -0.01 -0.271
C -6.56462 -0.80069 -3.91004 0.00 0.00 -0.01 0.008
C 2.26028 3.14160 2.32464 0.14 -0.05 0.03 -0.146
C 5.14958 3.47218 4.59222 -0.08 -0.01 0.00 -0.099
C -0.39581 1.46280 -3.84106 0.00 0.01 0.02 0.005
C 4.15903 0.07489 0.06143 -0.07 -0.04 -0.03 -0.301
C -1.45348 -2.82773 -1.00147 0.03 -0.06 0.04 -0.175
C -3.35111 -4.60561 -0.06116 -0.01 -0.01 0.01 0.018
C 2.76446 4.03427 4.91199 -0.12 0.02 -0.02 -0.123
C -0.48994 2.71249 1.54738 0.10 0.20 -0.12 -0.109
C -0.21299 -1.32353 2.84134 0.01 0.06 0.00 -0.627
C -6.28454 -0.58569 -1.14975 0.01 0.02 0.02 -0.138
H 3.17387 -2.03126 -2.03219 -0.01 0.01 -0.02 0.101
H 5.48708 -2.67072 -1.47101 -0.01 0.00 0.01 0.124
H -0.63141 -1.47979 -5.51265 0.00 0.00 0.01 0.131
H 4.04999 -2.03843 0.46379 -0.01 0.01 -0.02 0.115
H -6.70540 -0.87801 -4.97962 0.00 0.00 0.01 0.127
H 3.40379 0.25057 0.82735 0.03 0.02 0.02 0.071
H -4.07647 -5.32082 0.30272 0.01 0.01 -0.01 0.130
H -1.50260 1.98479 -2.09016 -0.01 0.02 -0.01 0.082
H 0.12975 2.40534 -3.91590 -0.01 -0.01 -0.01 0.131
H -4.44526 -0.58727 -4.00329 -0.02 0.01 0.00 0.090
H -4.72438 -2.98139 -0.16250 0.00 0.00 -0.01 0.100
H 5.63277 -1.33476 0.78355 -0.01 0.00 0.01 0.126
H -0.06904 -4.49046 -0.89838 -0.01 0.00 -0.01 0.128
H 4.90225 0.87173 0.09528 0.01 -0.01 -0.05 0.093
H 6.04323 -1.01141 -1.63000 -0.01 -0.01 -0.01 0.122
H 4.16699 -1.19493 -3.25260 0.01 0.03 0.01 0.095
H -0.69097 -2.18508 -1.44025 -0.01 -0.02 -0.13 0.063
H -6.19319 -0.48098 -0.07412 0.00 0.00 -0.01 0.101
H -2.23646 -1.94423 -3.67416 0.01 -0.01 0.00 0.115
H -8.43425 -0.80135 -1.07896 0.01 0.00 -0.01 0.127
```
Positions in Å, forces in eV/Å.

Summary:
Net charge ... +1
HOMO (spin up / spin down) ... -11.45 / -11.45 eV
Total energy ... -114076.6933 eV
Maximum force ... 0.46 eV/Å
Gap between HOMO and LUMO (spin up / spin down) ... 5.66 / 5.66 eV

Entry 2:
C36H21MoN5O5SSbSe as an isolated structure. Source: the OMol25 dataset; level of theory: ωB97M-V/def2-TZVPD.

XYZ file:
```
71
Properties=species:S:1:pos:R:3:forces:R:3:lowdin_charge:R:1
Sb 1.59508 -1.01564 -2.19036 -0.04 0.09 0.15 1.699
Mo 0.47437 -0.54904 0.47078 -0.38 -0.91 0.01 1.617
Se 2.17657 -4.59152 2.19970 0.00 -0.03 0.03 1.141
S -6.74945 0.15007 2.74530 0.06 -0.14 0.06 1.152
O 1.15688 4.25716 -1.09885 0.02 -0.01 0.00 0.235
O 4.10906 4.39998 -0.64846 -0.02 0.02 0.04 0.253
O 2.30304 0.13962 0.67861 0.11 0.05 0.11 -0.155
O 0.41104 1.33560 -0.20911 0.01 0.25 -0.05 -0.134
O 4.97358 1.74658 0.44234 -0.01 -0.02 -0.03 0.230
N -0.77762 0.21198 1.98910 0.09 0.11 0.03 -0.049
N -6.15687 -0.52108 1.41121 -0.04 0.12 -0.06 -0.182
N 0.95837 -2.17712 1.16962 -0.03 0.40 -0.28 -0.187
N -5.38258 0.60733 3.45447 -0.03 0.13 -0.05 -0.180
N -1.57670 -0.97963 -0.18853 0.04 0.09 0.06 -0.031
C -0.26712 0.82387 3.06489 -0.03 0.01 0.05 -0.057
C 3.02735 3.27475 -3.95343 0.02 0.00 -0.02 -0.007
C 3.91979 -2.62104 -3.09948 -0.03 -0.02 -0.01 -0.114
C 0.49181 -2.02510 -3.64447 -0.02 0.01 -0.06 -0.416
C 3.95262 2.39167 -3.41107 0.00 0.00 -0.03 -0.031
C 1.86406 3.41310 -0.65494 -0.01 0.07 0.09 -0.221
C -0.84611 -3.43863 -5.60604 -0.02 0.03 -0.01 -0.025
C 5.24119 -2.89697 -0.66190 0.01 0.00 0.00 -0.046
C -2.11399 0.05715 1.88267 -0.07 0.03 0.04 -0.125
C 1.22751 1.78927 -3.36952 -0.07 -0.01 0.00 -0.121
C 2.59085 1.33662 0.29949 -0.05 -0.01 0.00 -0.237
C 1.49221 2.02602 -0.20207 -0.02 -0.05 -0.02 -0.237
C 3.52480 1.19380 -2.85368 0.03 -0.02 0.03 -0.100
C 4.01910 -2.24096 -0.70667 -0.02 0.08 0.03 -0.138
C 5.79825 -3.41361 -1.82395 0.00 0.00 -0.01 -0.025
C 3.40811 3.48096 -0.40020 0.04 -0.04 -0.13 -0.203
C -1.07857 1.29112 4.08997 0.01 -0.02 -0.02 0.023
C -0.96381 -2.05353 -5.54971 -0.02 -0.06 -0.03 -0.039
C -2.44858 1.13162 3.99859 0.05 0.00 -0.01 0.090
C 0.60638 -3.41420 -3.69086 -0.02 -0.04 0.07 -0.126
C -1.96236 -1.62310 -1.29736 0.09 -0.06 -0.06 -0.080
C -3.91132 -0.83414 0.45157 0.09 -0.03 -0.04 -0.047
C -2.55874 -0.59968 0.68012 -0.08 0.03 -0.01 -0.125
C 2.15875 0.88555 -2.85023 0.02 0.04 -0.06 -0.369
C -0.29941 -1.33896 -4.56656 0.05 0.07 0.01 -0.111
C -4.28407 -1.49363 -0.72739 0.06 0.02 0.01 0.085
C 3.36191 -2.10696 -1.92640 0.07 -0.06 -0.09 -0.382
C 1.66747 2.97591 -3.93135 0.00 -0.02 0.00 -0.034
C 3.87024 2.10272 0.18249 0.05 0.10 0.11 -0.229
C -2.98926 0.50125 2.87171 0.10 -0.03 -0.08 -0.043
C -4.84105 -0.38049 1.46232 -0.03 -0.02 0.08 -0.295
C -0.06570 -4.11750 -4.68001 0.00 -0.01 0.01 -0.038
C 1.48538 -3.20943 1.61417 0.10 -0.10 0.06 -0.802
C 5.14230 -3.27304 -3.03983 0.01 -0.01 0.02 -0.033
C -4.39591 0.26869 2.63927 -0.07 -0.06 0.00 -0.296
C -3.29286 -1.89173 -1.59719 0.01 0.00 0.03 0.020
H -1.56181 -1.53006 -6.28336 0.00 0.01 0.00 0.125
H -3.52338 -2.41335 -2.51513 -0.01 0.00 0.00 0.134
H 6.75215 -3.92201 -1.78434 0.01 0.00 0.00 0.128
H 1.22466 -3.95178 -2.98088 0.01 0.01 0.00 0.106
H 4.25400 0.50170 -2.44560 0.00 -0.01 -0.01 0.114
H 5.58391 -3.66638 -3.94541 0.00 0.00 -0.01 0.128
H -1.18800 -1.94809 -1.97673 -0.04 0.02 0.04 0.062
H 0.16277 1.58783 -3.32884 0.02 -0.01 -0.01 0.110
H 3.61485 -1.81402 0.20188 0.00 -0.02 -0.01 0.069
H -3.10891 1.48660 4.78011 -0.01 0.00 0.00 0.149
H 0.02947 -5.19354 -4.73288 0.00 0.00 0.00 0.125
H -5.33118 -1.68222 -0.92828 -0.01 0.00 0.00 0.147
H 5.76736 -2.99223 0.27855 0.00 0.00 0.01 0.122
H -0.38372 -0.26009 -4.54847 0.02 0.00 0.00 0.094
H 3.36436 4.20674 -4.38746 0.00 0.00 0.00 0.136
H 3.42321 -2.51544 -4.05725 -0.01 0.00 0.01 0.111
H -0.62452 1.77394 4.94348 -0.01 0.00 0.01 0.137
H 0.81014 0.93139 3.10563 -0.01 0.00 0.01 0.130
H 0.95279 3.67708 -4.34049 -0.01 0.00 0.00 0.133
H -1.35998 -3.98932 -6.38248 0.00 0.00 0.00 0.128
H 5.00711 2.63421 -3.41976 0.01 0.00 0.00 0.136
```
Positions in Å, forces in eV/Å.

Summary:
Net charge ... +3
HOMO (spin up / spin down) ... -16.92 / -16.92 eV
Total energy ... -139907.5369 eV
Maximum force ... 0.99 eV/Å
Gap between HOMO and LUMO (spin up / spin down) ... 5.48 / 5.48 eV